Entry 1:
ORCA calculation (wB97M-V/def2-TZVPD) on a 2-piece molecular cluster, C4H12O3PS overall in a non-equilibrium geometry.

Frontier orbital gap   9.875 eV
Molar mass   171.2 g mol⁻¹
Total charge   +1
LUMO   -3.256 eV
ΔE to the lowest compared entry with this formula, charge and spin   3.4753 eV

Last column: Mulliken charge in e.
Geometry (Å):
C -1.513 0.952 -0.640  -1.157
C -0.585 -0.782 1.482  -0.577
C 0.271 -1.190 -1.314  -0.851
C 1.389 1.175 0.010  -0.167
O -1.091 0.246 2.281  -0.463
O 2.454 0.612 0.610  -0.387
O 0.926 2.432 0.287  -0.421
P -0.113 0.017 -0.061  0.900
S -0.922 -2.564 -1.362  -0.164
H -1.628 1.531 0.299  0.385
H -2.434 0.460 -0.807  0.439
H -1.121 1.454 -1.670  0.342
H -1.299 -1.550 1.105  0.430
H 0.218 -1.594 1.889  0.354
H 1.232 -1.706 -1.189  0.451
H 0.181 -0.715 -2.371  0.396
H 2.026 0.962 -1.538  0.269
H -1.697 -0.099 2.917  0.317
H 2.315 0.722 1.649  0.367
H 1.530 3.132 0.514  0.330
H -0.138 -3.495 -2.090  0.210

=====

Entry 2:
ORCA calculation (wB97M-V/def2-TZVPD) on a 3-piece molecular cluster, C4H12O3S overall in a non-equilibrium geometry.

Frontier orbital gap   9.384 eV
Molar mass   140.2 g mol⁻¹
SMILES   O=CCCCS.O.O
LUMO   0.545 eV
ΔE to the lowest compared entry with this formula, charge and spin   1.3331 eV

Last column: Mulliken charge in e.
Geometry (Å):
O 2.859 -0.248 -0.694  -0.431
C 1.953 -0.480 -1.406  -0.081
C 0.584 -1.091 -0.888  -0.491
C -0.186 0.205 -0.582  -0.848
C 0.123 0.531 0.895  -0.671
S -0.068 2.455 1.178  -0.225
H 2.045 -0.065 -2.436  0.383
H 0.821 -1.591 0.107  0.262
H 0.152 -2.035 -1.408  0.357
H 0.124 0.844 -1.432  0.482
H -1.245 0.031 -0.684  0.396
H 1.188 0.344 1.266  0.339
H -0.507 -0.098 1.523  0.404
H -0.995 2.608 0.178  0.119
H -0.077 -6.509 1.172  0.328
H -0.933 -7.813 0.780  0.330
O -0.346 -7.090 0.399  -0.658
H -4.129 3.229 -0.475  0.326
H -3.326 4.499 -1.032  0.323
O -3.374 3.872 -0.271  -0.644

=====

Entry 3:
ORCA calculation (wB97M-V/def2-TZVPD) on C4H12O4 as an isolated structure in a non-equilibrium geometry.

Frontier orbital gap   6.369 eV
Molar mass   124.1 g mol⁻¹
Total charge   -2
LUMO   6.427 eV
ΔE to the lowest compared entry with this formula, charge and spin   0.5759 eV

Last column: Mulliken charge in e.
Geometry (Å):
C -0.587 0.482 -0.463  -0.444
C -0.270 -0.981 -0.877  -0.129
C 0.469 -1.102 -2.238  -0.810
O 0.690 -2.379 -2.640  -0.924
C -1.120 0.640 0.985  -0.418
O -0.941 1.915 1.510  -0.754
H -1.261 0.898 -1.230  0.186
H 0.347 1.053 -0.481  0.222
H 0.376 -1.396 -0.099  0.181
H -1.196 -1.554 -1.019  0.199
H -0.120 -0.486 -2.967  0.357
H 1.416 -0.501 -2.153  0.248
H -2.196 0.341 0.950  0.139
H -0.570 -0.105 1.596  0.227
H 3.177 -0.929 -0.041  0.329
H 2.292 -1.970 -0.730  0.340
O 3.230 -1.748 -0.573  -0.727
H -1.248 2.120 2.734  0.455
H -0.981 3.253 3.911  0.195
O -1.507 2.450 3.825  -0.872

=====

Entry 4:
ORCA calculation (wB97M-V/def2-TZVPD) on a 3-piece molecular cluster, C4H12O4 overall in a non-equilibrium geometry.

Frontier orbital gap   10.958 eV
Molar mass   124.1 g mol⁻¹
SMILES   O=CCCCO.O.O
LUMO   0.550 eV
ΔE to the lowest compared entry with this formula, charge and spin   1.6668 eV

Last column: Mulliken charge in e.
Geometry (Å):
C 0.315 1.804 1.718  -0.522
O 1.421 2.260 0.978  -0.507
C -0.467 0.875 0.768  -0.397
C -1.242 -0.320 1.256  -0.469
C -1.416 -1.377 0.179  -0.251
O -1.158 -1.155 -0.978  -0.380
H -0.341 2.590 2.101  0.378
H 0.668 1.253 2.600  0.249
H 1.638 3.180 1.142  0.307
H 0.323 0.594 0.104  0.147
H -1.039 1.521 0.097  0.321
H -0.688 -0.823 2.060  0.311
H -2.223 -0.154 1.701  0.430
H -1.934 -2.328 0.384  0.405
H -0.421 -1.441 -3.248  0.323
H 0.383 -0.253 -2.676  0.344
O 0.114 -0.685 -3.489  -0.639
H 1.193 -0.783 0.310  0.258
H 1.884 -2.114 0.278  0.293
O 1.910 -1.249 -0.141  -0.600

=====

Entry 5:
ORCA calculation (wB97M-V/def2-TZVPD) on a 3-piece molecular cluster, C4H12O5 overall in a non-equilibrium geometry.

Frontier orbital gap   10.785 eV
Molar mass   140.1 g mol⁻¹
SMILES   C[C@@H](O)CC(=O)O.O.O
LUMO   0.472 eV
ΔE to the lowest compared entry with this formula, charge and spin   1.4562 eV

Last column: Mulliken charge in e.
Geometry (Å):
O 2.654 -0.028 0.869  -0.569
C 1.786 0.335 0.129  0.605
O 1.151 1.524 0.303  -0.413
C 1.102 -0.510 -0.940  -0.821
C -0.445 -0.606 -0.976  1.495
C -1.006 0.265 -2.097  -1.353
O -0.908 -1.900 -1.113  -0.541
H 1.538 2.182 0.848  0.314
H 1.669 -1.495 -0.939  0.282
H 1.303 -0.067 -1.919  0.332
H -0.822 -0.158 -0.085  -0.788
H -0.900 -0.344 -3.023  0.396
H -0.554 1.326 -2.053  0.328
H -2.139 0.216 -1.918  0.374
H -1.115 -2.030 -2.068  0.362
H -2.663 1.807 0.691  0.264
H -1.591 0.999 1.334  0.396
O -2.621 1.262 1.352  -0.637
H 0.143 -0.663 2.689  0.254
H -1.388 -0.922 2.349  0.291
O -0.539 -0.578 2.014  -0.570

=====

Entry 6:
ORCA calculation (wB97M-V/def2-TZVPD) on a 2-piece molecular cluster, C4H12OS overall in a non-equilibrium geometry.

Frontier orbital gap   9.180 eV
Molar mass   108.2 g mol⁻¹
SMILES   CCO.CSC
LUMO   0.831 eV
ΔE to the lowest compared entry with this formula, charge and spin   1.1128 eV

Last column: Mulliken charge in e.
Geometry (Å):
C 2.758 1.541 1.413  -0.843
C 0.382 0.261 1.950  -0.649
S 1.360 1.611 2.572  -0.085
H 3.232 0.563 1.408  0.300
H 2.376 1.822 0.440  0.257
H 3.548 2.157 1.844  0.312
H -0.254 -0.268 2.658  0.367
H 1.093 -0.447 1.515  0.223
H -0.330 0.453 1.143  0.109
C -1.709 -0.326 -1.496  -0.122
C -1.894 -1.803 -1.766  -1.024
O -0.280 -0.040 -1.612  -0.501
H -2.381 0.272 -2.120  0.355
H -1.932 -0.052 -0.456  0.159
H -1.685 -2.381 -0.861  0.246
H -0.274 0.839 -2.003  0.281
H -1.141 -2.090 -2.497  0.278
H -2.867 -2.112 -2.133  0.335